Formula: C8H11O4S
Source: the Open Molecules 2025 dataset
Level of theory: the ωB97M-V functional and the def2-TZVPD basis

As for the net charge: -1. As for the multiplicity: 1. The HOMO energy (spin up / spin down) is -3.926 / -3.926 eV. The total energy comes out at -27497.7659 eV. The energy above the lowest of the compared OMol25 structures with the same formula, charge and spin is 24.2 kcal per mole. As for the LUMO energy (spin up / spin down): 3.256 / 3.256 eV.

```
24
C8H11O4S the ωB97M-V functional and the def2-TZVPD basis
S -3.324 -0.146 -0.215
O -3.919 0.543 -1.615
O -3.494 -1.560 -0.418
O 2.799 -1.019 -1.617
O -4.205 0.401 0.819
C -0.076 1.880 0.701
C 1.631 0.962 -1.119
C -1.679 0.135 0.086
C 1.110 1.766 -0.135
C 1.463 -2.594 0.450
C 2.058 -0.389 -0.824
C -1.367 1.298 0.685
C 1.629 -1.061 0.485
H 2.323 1.515 -1.602
H 0.623 -2.901 -0.201
H -3.452 1.372 -1.425
H 2.479 -2.957 0.156
H -2.132 1.797 1.282
H 2.269 -0.669 1.245
H 1.299 -2.810 1.450
H -1.014 -0.195 -0.735
H 0.697 -0.753 0.774
H 1.579 2.713 -0.033
H 0.079 2.738 1.429
```

=====

Formula: C2H6IOZr
Source: the Open Molecules 2025 dataset
Level of theory: the ωB97M-V functional and the def2-TZVPD basis

As for the net charge: +3. As for the multiplicity: 1. The HOMO energy is -20.792 eV. The total energy comes out at -13557.0506 eV. As for the LUMO energy: -17.980 eV.

```
11
C2H6IOZr the ωB97M-V functional and the def2-TZVPD basis
I 0.401 0.265 3.084
Zr 1.209 -0.980 5.530
O -1.342 -0.578 -0.098
C 0.706 -0.011 -1.364
C -0.794 0.347 -1.030
H 1.157 0.829 -1.893
H 1.294 -0.163 -0.459
H -0.945 -0.347 0.745
H 0.718 -0.917 -1.969
H -1.397 0.221 -1.929
H -1.007 1.333 -0.617
```

=====

Formula: C55H70N2O10
Source: the Open Molecules 2025 dataset
Level of theory: the ωB97M-V functional and the def2-TZVPD basis

As for the net charge: 0. As for the multiplicity: 1. The HOMO energy is -9.068 eV. The total energy comes out at -81623.6777 eV. As for the LUMO energy: -1.012 eV.

```
137
C55H70N2O10 the ωB97M-V functional and the def2-TZVPD basis
O 6.450 -5.619 1.690
O -8.114 -1.001 -0.546
O 9.053 -10.140 0.522
O 1.273 3.640 2.682
O -5.106 1.038 -0.156
O -3.241 2.137 -0.715
O -12.816 4.000 0.092
O -1.454 4.081 3.167
O -8.844 4.741 -3.408
O 1.399 2.125 0.035
N 1.426 5.187 -0.290
N -1.871 3.605 0.924
C -10.199 3.821 1.065
C -8.881 3.712 1.475
C 9.882 -8.266 4.165
C 4.308 0.599 -3.461
C -7.847 3.867 0.556
C -9.453 4.269 -1.184
C 2.840 1.822 -1.843
C -13.523 4.675 -2.527
C -11.164 4.768 -3.020
C 0.179 0.810 2.693
C 8.722 -8.394 2.065
C 0.175 2.514 0.671
C 9.232 -7.069 4.452
C 5.938 -6.789 -0.794
C 3.616 2.906 3.101
C 9.628 -8.926 2.974
C 2.876 -4.155 0.333
C -8.133 4.146 -0.770
C -1.859 2.064 -1.035
C 7.062 -6.631 1.413
C 2.832 0.916 -3.080
C -12.202 4.548 -2.112
C 2.644 3.826 2.335
C 6.462 -8.549 -2.348
C 1.394 -1.410 2.688
C 8.485 -9.097 0.775
C 8.319 -6.541 3.555
C 4.573 -2.497 -0.732
C -0.383 1.213 1.320
C 8.056 -7.203 2.361
C -11.453 5.140 -4.327
C -12.770 5.282 -4.730
C 2.177 -0.453 -2.725
C -3.804 0.852 -0.617
C -1.073 3.852 2.097
C -13.805 5.041 -3.832
C 1.573 0.132 2.639
C -7.148 -0.254 0.208
C -1.012 3.055 -0.166
C 3.212 -3.241 -0.890
C 7.540 -8.490 -0.202
C 0.595 5.148 0.940
C -10.492 4.095 -0.266
C -9.744 4.602 -2.605
C 6.841 -7.324 0.115
C -11.912 4.195 -0.695
C 1.404 2.186 -1.381
C 3.622 3.137 -2.026
C 1.846 -3.429 1.227
C 5.748 -7.399 -2.022
C 2.471 -2.162 1.837
C -5.997 0.076 -0.746
C 4.557 2.215 2.096
C 0.393 3.738 1.585
C 7.352 -9.096 -1.438
H 10.590 -8.681 4.870
H 1.385 -0.738 -3.417
H -7.664 0.636 0.570
H -0.364 5.592 0.671
H -6.414 0.530 -1.649
H 1.535 -4.058 2.068
H 5.077 -2.794 0.187
H 4.515 3.040 -2.645
H -8.655 3.503 2.513
H 2.856 3.725 1.271
H -10.648 5.323 -5.026
H 3.109 2.191 3.743
H 0.130 1.609 3.431
H 10.136 -9.854 2.749
H 0.709 1.447 -1.808
H 2.911 4.858 2.613
H -6.818 3.773 0.880
H -3.798 0.312 -1.576
H 7.812 -5.613 3.781
H 5.047 -6.978 -2.731
H -3.207 0.299 0.130
H 4.376 -1.425 -0.627
H 2.809 -1.450 1.085
H 3.794 -4.344 0.890
H 4.886 2.925 1.332
H 2.357 5.537 -0.099
H 0.971 5.818 -0.939
H 5.463 1.827 2.568
H -11.002 3.697 1.779
H 2.158 0.439 1.778
H 4.397 -0.293 -4.080
H 1.815 -0.414 -1.694
H -1.790 2.409 -2.074
H -8.187 -1.886 -0.173
H 1.192 3.177 -1.780
H 6.322 -9.019 -3.313
H 4.272 3.497 3.745
H 4.072 1.388 1.573
H -14.327 4.493 -1.827
H -1.491 1.034 -1.036
H 5.189 -2.615 -1.624
H 0.420 -1.700 2.279
H -12.993 5.579 -5.747
H -1.470 1.235 1.427
H 2.379 1.371 -3.965
H 9.439 -6.550 5.379
H 3.027 3.952 -2.439
H 2.391 -5.060 -0.042
H -0.825 3.878 -0.857
H 3.960 3.455 -1.035
H -5.458 -0.854 -0.941
H -14.835 5.143 -4.152
H -2.256 4.516 0.691
H 5.386 -5.892 -0.544
H 4.772 1.427 -4.003
H 4.870 0.515 -2.526
H 3.325 1.256 -1.040
H 7.903 -9.992 -1.689
H -6.816 -0.873 1.044
H 1.427 -1.787 3.713
H 2.428 -2.486 -0.919
H -7.329 4.271 -1.483
H -0.145 0.397 0.629
H 1.029 5.843 1.659
H 2.059 0.381 3.583
H 2.945 -1.226 -2.739
H 3.231 -3.839 -1.801
H 0.959 -3.130 0.662
H 3.297 -2.427 2.503
H -0.497 0.041 3.081
```

=====

Q: Which value of net charge does entry 1 give?
A: -1